The following is a DFT calculation (ωB97M-V/def2-TZVPD) of a 8-piece molecular cluster, C20H47FNO15P overall at a distorted geometry.

Properties
Net charge = 0
Total energy = -65705.564 eV
SMILES string = C#C[C@@]1(F)OC(=O)O[C@@]1(CON=O)P(=O)(O)O.CCO.CCO.CCO.CCO.CCO.CCO.CCO
E_LUMO = -0.0222 Ha
HOMO-LUMO gap = 9.367 eV
Largest force on an atom = 2.97 eV Å⁻¹

Cartesian coordinates (Å):
C: 1.981 6.287 -1.213
C: 1.167 5.427 -1.401
C: 0.179 4.379 -1.820
F: -0.389 3.898 -0.739
O: -0.677 5.076 -2.726
C: 0.206 5.316 -3.776
O: 0.084 6.181 -4.548
O: 1.206 4.353 -3.783
C: 0.764 3.379 -2.829
C: -0.249 2.520 -3.634
O: -1.495 2.344 -2.928
N: -2.552 2.234 -3.913
O: -3.225 3.178 -3.921
P: 2.074 2.277 -2.098
O: 3.224 2.237 -3.018
O: 1.505 0.763 -1.846
O: 2.467 2.836 -0.628
H: 2.649 7.104 -1.331
H: -0.431 2.933 -4.623
H: 0.187 1.527 -3.802
H: 0.538 0.762 -1.866
H: 2.182 2.182 0.028
C: -2.350 -0.471 -0.111
C: -0.902 -0.385 0.332
O: -0.537 0.963 0.647
H: -2.524 0.158 -0.987
H: -2.627 -1.498 -0.357
H: -3.004 -0.115 0.683
H: -0.235 -0.725 -0.461
H: -0.732 -1.015 1.212
H: -1.112 1.269 1.358
C: -3.742 -0.473 4.762
C: -3.287 -0.265 3.330
O: -4.393 -0.339 2.425
H: -4.233 -1.441 4.869
H: -2.897 -0.429 5.452
H: -4.468 0.291 5.054
H: -2.579 -1.040 3.042
H: -2.798 0.708 3.219
H: -5.022 0.348 2.659
C: 3.274 -2.833 -0.826
C: 2.964 -3.519 -2.141
O: 1.906 -2.840 -2.820
H: 2.387 -2.808 -0.192
H: 4.073 -3.351 -0.292
H: 3.580 -1.797 -0.993
H: 2.635 -4.544 -1.969
H: 3.848 -3.545 -2.786
H: 2.197 -1.938 -2.982
C: -2.463 4.873 4.112
C: -2.317 3.396 4.428
O: -1.514 2.732 3.453
H: -2.908 5.008 3.127
H: -3.089 5.372 4.853
H: -1.486 5.362 4.097
H: -3.291 2.907 4.424
H: -1.869 3.255 5.417
H: -0.647 3.147 3.455
C: -1.838 -4.718 1.542
C: -0.999 -4.010 2.590
O: -1.776 -3.062 3.324
H: -2.271 -3.994 0.851
H: -1.238 -5.429 0.974
H: -2.665 -5.257 2.010
H: -0.187 -3.458 2.119
H: -0.563 -4.733 3.287
H: -2.491 -3.539 3.754
C: -0.356 -6.381 -4.802
C: -1.100 -5.408 -3.906
O: -0.334 -5.071 -2.756
H: -0.112 -7.291 -4.254
H: -0.953 -6.647 -5.676
H: 0.585 -5.945 -5.145
H: -2.029 -5.851 -3.551
H: -1.345 -4.492 -4.455
H: 0.485 -4.663 -3.059
C: 5.622 1.122 2.409
C: 5.309 0.430 1.096
O: 4.246 1.077 0.401
H: 4.737 1.144 3.047
H: 6.426 0.611 2.941
H: 5.924 2.158 2.237
H: 4.990 -0.597 1.273
H: 6.193 0.408 0.450
H: 4.509 1.985 0.222